(1)
The following is a DFT calculation (wB97M-V/def2-TZVPD) of a molecular structure, C5H8N at a distorted geometry.

XYZ file:
```
14
Properties=species:S:1:pos:R:3:lowdin_charge:R:1
C 0.46 -1.56 0.09 0.18
C 0.90 -0.32 -0.32 -0.21
C -0.92 -1.65 -0.47 -0.09
C -0.50 -0.25 -0.51 0.00
C 2.08 0.53 -0.03 0.00
N -1.44 1.12 0.47 0.18
H -0.97 -2.16 -1.42 0.11
H -1.81 -2.07 0.20 0.18
H 2.99 0.35 -0.65 0.12
H 2.30 0.41 1.02 0.10
H 1.77 1.54 -0.27 0.08
H -1.73 1.00 1.49 0.16
H -2.31 1.12 0.04 0.07
H -0.81 1.94 0.35 0.13
```

The calculation puts the frontier orbital gap at 9.780 eV. Its total charge is +1. The HOMO energy is -13.9728 eV. The value obtained for the relative energy (zero: lowest compared OMol25 entry of this formula, charge and spin) is 122.3 kcal per mole. The molecular weight comes out at 82.13 g mol⁻¹. As for the LUMO energy: -4.193 eV. Its spin multiplicity is 1.

(2)
The following is a DFT calculation (wB97M-V/def2-TZVPD) of a gas-phase ion, C19H26NO2 (charge +1).

XYZ file:
```
48
Properties=species:S:1:pos:R:3:lowdin_charge:R:1
C 4.19 -0.52 -0.47 -0.08
O 2.94 -0.87 -1.01 -0.21
C 2.22 -1.80 -0.22 -0.19
C 1.05 -2.27 -1.09 -0.09
N 0.35 -1.08 -1.59 0.04
C -0.47 -1.28 -2.80 -0.12
C -1.71 -2.14 -2.55 -0.16
C -2.82 -1.45 -1.75 -0.14
C -2.65 -1.45 -0.23 -0.17
O -1.61 -0.56 0.12 -0.13
C -1.50 -0.09 1.43 -0.19
C -2.20 -0.63 2.49 -0.01
C -2.02 -0.12 3.77 -0.06
C -1.13 0.92 3.98 -0.06
C -0.42 1.44 2.92 -0.01
C -0.59 0.96 1.63 -0.11
C 0.18 1.54 0.51 -0.18
C -0.43 1.89 -0.69 -0.04
C 0.31 2.43 -1.72 -0.08
C 1.67 2.65 -1.57 -0.07
C 2.28 2.33 -0.37 -0.08
C 1.55 1.77 0.66 -0.03
H 4.08 -0.06 0.52 0.09
H 4.62 0.21 -1.16 0.10
H 4.85 -1.39 -0.40 0.10
H 2.85 -2.65 0.05 0.14
H 1.86 -1.32 0.70 0.13
H 0.38 -2.91 -0.51 0.14
H 1.45 -2.83 -1.94 0.14
H -0.30 -0.71 -0.84 0.12
H 1.08 -0.38 -1.76 0.16
H 0.15 -1.75 -3.57 0.14
H -0.78 -0.30 -3.17 0.13
H -2.12 -2.39 -3.53 0.13
H -1.43 -3.08 -2.07 0.12
H -3.76 -1.97 -1.96 0.13
H -2.93 -0.42 -2.09 0.12
H -3.59 -1.12 0.23 0.14
H -2.42 -2.46 0.13 0.14
H -2.89 -1.45 2.34 0.11
H -2.58 -0.54 4.59 0.11
H -0.99 1.32 4.98 0.11
H 0.26 2.26 3.08 0.12
H -1.50 1.77 -0.80 0.12
H -0.18 2.72 -2.64 0.11
H 2.24 3.09 -2.37 0.11
H 3.34 2.52 -0.23 0.11
H 2.03 1.52 1.60 0.12
```

The calculation puts the frontier orbital gap at 9.418 eV. Its total charge is +1. The HOMO energy is -11.4401 eV. The value obtained for the relative energy (zero: lowest compared OMol25 entry of this formula, charge and spin) is 21.2 kcal per mole. The molecular weight comes out at 300.42 g mol⁻¹. As for the LUMO energy: -2.022 eV. Its spin multiplicity is 1.

(3)
The following is a DFT calculation (wB97M-V/def2-TZVPD) of 2 unconnected molecules or ions with the total composition C4H12 at a distorted geometry.

XYZ file:
```
16
Properties=species:S:1:pos:R:3:lowdin_charge:R:1
C -1.30 0.98 -0.69 -0.15
C -1.83 1.39 0.70 -0.16
H -2.12 0.59 -1.29 0.07
H -0.95 1.81 -1.31 0.07
H -0.49 0.30 -0.53 0.01
H -2.91 1.52 0.57 0.06
H -1.34 2.24 1.15 0.06
H -1.86 0.59 1.44 0.06
C 1.77 -1.32 -0.68 -0.19
C 1.35 -1.06 0.76 -0.17
H 1.26 -0.74 -1.44 0.05
H 2.83 -0.98 -0.78 0.07
H 1.98 -2.34 -1.02 0.06
H 1.28 0.03 0.79 0.06
H 0.33 -1.44 0.89 0.06
H 2.01 -1.58 1.44 0.06
```

The calculation puts the frontier orbital gap at 12.513 eV. Its total charge is 0. The HOMO energy is -11.3540 eV. The value obtained for the relative energy (zero: lowest compared OMol25 entry of this formula, charge and spin) is 12.9 kcal per mole. The molecular weight comes out at 60.14 g mol⁻¹. As for the LUMO energy: 1.159 eV. Its spin multiplicity is 1.

(4)
The following is a DFT calculation (wB97M-V/def2-TZVPD) of a molecular structure, C31H48MnN4O6P2.

XYZ file:
```
92
Properties=species:S:1:pos:R:3:mulliken_spin:R:1
Mn 0.01 0.01 -0.21 1.02
C 1.16 2.56 -0.46 -0.01
N -0.07 1.92 -0.95 -0.01
C -1.30 2.59 -0.48 -0.01
C -2.39 1.59 -0.18 0.01
C -3.73 1.94 -0.15 0.00
C -4.66 1.00 0.28 0.00
C -4.22 -0.25 0.67 0.00
C -2.87 -0.53 0.60 0.00
N -1.97 0.36 0.17 -0.01
C -0.04 1.83 -2.43 0.00
C -0.65 0.55 -2.94 0.00
C -1.13 0.41 -4.23 0.00
C -1.63 -0.82 -4.63 0.00
C -1.63 -1.87 -3.72 0.00
C -1.14 -1.65 -2.45 0.00
N -0.65 -0.47 -2.07 -0.04
C 2.32 1.64 -0.75 0.02
C 3.60 2.10 -0.99 0.00
C 4.59 1.18 -1.30 0.01
C 4.26 -0.16 -1.38 0.00
C 2.96 -0.54 -1.11 0.02
N 2.01 0.33 -0.79 -0.03
H 1.06 2.71 0.62 0.00
H 1.32 3.54 -0.92 0.00
H -1.65 3.33 -1.20 0.00
H -1.07 3.13 0.44 0.00
H -4.03 2.93 -0.44 0.00
H -5.71 1.25 0.31 0.00
H -4.91 -1.01 1.02 0.00
H -2.48 -1.50 0.88 0.00
H 1.00 1.86 -2.76 0.00
H -0.54 2.69 -2.88 0.00
H -1.12 1.26 -4.90 0.00
H -2.01 -0.95 -5.63 0.00
H -2.02 -2.84 -3.99 0.00
H -1.11 -2.44 -1.71 0.00
H 3.80 3.16 -0.95 0.00
H 5.60 1.52 -1.50 0.00
H 5.00 -0.90 -1.64 0.00
H 2.65 -1.58 -1.16 0.00
C -1.13 0.46 6.33 0.00
C -1.14 -0.73 5.40 0.00
C -2.45 -1.48 5.42 0.00
O -0.94 -0.22 4.03 0.00
P 0.19 -0.74 3.07 -0.01
O 0.19 0.11 1.86 0.02
C -0.20 -2.47 2.68 0.00
P 0.63 -3.02 1.18 0.02
O 0.50 -2.05 0.05 0.01
O 0.02 -4.38 0.71 0.00
C 0.08 -5.64 1.47 0.00
C -1.26 -5.86 2.13 0.00
C 0.45 -6.72 0.49 0.00
O 2.06 -3.26 1.77 0.00
C 3.32 -3.53 1.07 0.00
C 4.28 -2.44 1.48 0.00
C 3.80 -4.90 1.49 0.00
O 1.53 -0.83 3.86 0.00
C 2.21 0.41 4.32 0.00
C 2.81 0.09 5.67 0.00
C 3.24 0.80 3.28 0.00
H -1.26 0.13 7.36 0.00
H -1.95 1.14 6.08 0.00
H -0.19 1.01 6.26 0.00
H -0.31 -1.40 5.63 0.00
H -3.27 -0.82 5.13 0.00
H -2.65 -1.85 6.42 0.00
H -2.43 -2.34 4.74 0.00
H -1.28 -2.53 2.54 0.00
H 0.08 -3.13 3.50 0.00
H 0.87 -5.52 2.22 0.00
H -2.04 -5.92 1.38 0.00
H -1.51 -5.07 2.83 0.00
H -1.24 -6.80 2.68 0.00
H -0.34 -6.82 -0.27 0.00
H 0.55 -7.67 1.01 0.00
H 1.38 -6.50 -0.02 0.00
H 3.11 -3.51 0.00 0.00
H 4.44 -2.49 2.56 0.00
H 3.88 -1.45 1.24 0.00
H 5.23 -2.57 0.98 0.00
H 3.95 -4.94 2.57 0.00
H 4.75 -5.12 1.00 0.00
H 3.09 -5.68 1.21 0.00
H 1.45 1.18 4.41 0.00
H 3.52 -0.73 5.58 0.00
H 2.04 -0.19 6.39 0.00
H 3.33 0.97 6.05 0.00
H 4.01 0.03 3.21 0.00
H 3.71 1.74 3.57 0.00
H 2.76 0.93 2.30 0.00
```

As for the expectation value of S²: 0.80. The calculation puts the frontier orbital gap (alpha / beta) at 8.831 / 8.167 eV. Its total charge is +2. The HOMO energy (alpha / beta) is -13.3360 / -12.7188 eV. The molecular weight comes out at 689.63 g mol⁻¹. As for the LUMO energy (alpha / beta): -4.505 / -4.551 eV. Its spin multiplicity is 2.

Computed calculated total energy, in the same sequence as the records: -249.6302; -944.6141; -159.5645; -3714.0732 Ha.